This record from the Open Molecules 2025 dataset describes a gas-phase ion, C5H11IN3O (charge +1). The level of theory is ωB97M-V with the def2-TZVPD basis set.

Properties
SMILES = [NH2+]=C(O)N1CCCCN1I
energy above the lowest of the compared OMol25 structures with the same formula, charge and spin = 1.716 eV
total charge = +1
E_HOMO = -0.4783 Eh
HOMO-LUMO gap = 8.86 eV
maximum force = 4.2 eV/A
electronic energy = -19973.070 eV

Structure (XYZ):
```
21
Properties=species:S:1:pos:R:3:forces:R:3
I 3.168639 -0.492500 0.274132 -0.68 0.35 0.06
O 0.990073 2.513427 -1.035936 -0.15 -0.53 -0.61
N -0.551586 2.852186 0.551224 -1.79 3.00 1.71
N 1.299062 0.074639 -0.597328 -0.86 -3.53 -1.06
N 0.412789 0.718538 0.246096 -0.84 -0.11 -0.33
C -0.423593 -0.156526 1.128623 -0.55 1.48 0.62
C 0.173706 2.029279 -0.134924 3.03 -2.42 0.82
C -1.337455 -1.135628 0.413085 0.72 0.18 -1.91
C -0.395493 -2.126119 -0.260915 -0.64 0.71 0.55
C 0.538163 -1.430172 -1.151216 1.34 2.98 -2.69
H 1.393791 -2.048375 -1.455789 -0.21 0.44 0.21
H 0.233904 -2.538357 0.462996 0.59 -1.46 1.48
H -1.067970 2.565321 1.475013 1.47 0.95 -2.74
H 0.024381 -1.061792 -2.090831 0.63 -0.16 1.03
H -1.937893 -1.588107 1.192289 -0.45 -0.16 -0.24
H 1.559303 1.758928 -1.436012 -1.19 0.70 0.86
H -0.943971 -2.878166 -0.817855 0.17 -0.27 -0.11
H -1.102287 0.564751 1.662779 1.03 -0.92 0.27
H -0.399287 3.912982 0.283770 -0.74 -2.96 0.99
H -1.906857 -0.726205 -0.477561 0.02 0.14 1.58
H 0.272573 -0.808111 1.768355 -0.88 1.57 -0.48
```
Forces are in eV/Å.